Here is a molecular structure, H29O14 at a distorted geometry from OMol25. Energies are from ωB97M-V/def2-TZVPD.

The calculation puts the energy relative to the best compared isomer or geometry (same formula, charge and spin) at 63.7 kcal/mol. As for the HOMO energy: -12.28 eV. The value obtained for the total energy is -1070.50253 hartree.

```
! RIJCOSX wB97M-V def2-TZVPD def2/J DEFGRID3
* xyz 1 1
O 2.36 -0.62 -3.88
H 0.55 2.70 -3.75
O 0.33 3.30 1.98
H 1.08 3.70 2.44
H 0.52 1.62 -2.72
O -0.42 -0.22 -3.79
H -1.14 -0.02 2.39
H -0.56 -0.10 -2.85
O 1.12 -1.74 0.64
H 1.60 -1.41 -0.14
H 0.89 -2.68 0.55
O -0.68 -4.09 1.69
H -0.89 -4.89 1.19
H -0.69 -4.44 2.58
O 1.79 0.05 2.45
H 1.14 0.81 1.25
H 1.79 -0.90 2.25
O 2.38 0.12 -1.31
H 3.35 0.11 -1.28
H 2.22 -0.06 -2.26
O 1.34 2.24 4.32
H 0.48 2.27 4.76
H 1.34 1.28 4.23
O -1.27 -0.03 -0.61
H -1.97 0.10 0.05
H 2.09 -0.06 -4.62
O -0.02 2.29 -3.09
H -3.87 -1.81 -3.22
H -1.00 0.27 -4.38
O -1.40 0.90 2.32
H 2.70 0.37 2.44
H -3.57 -1.50 1.66
O -2.76 -1.66 1.17
H -0.68 -0.56 -0.06
H -2.70 -2.61 1.06
O -3.39 -0.98 -3.19
H -0.38 3.67 2.47
H -3.75 -0.32 -3.78
O 0.62 1.36 0.63
H 0.33 2.23 1.36
H -0.14 0.90 0.19
H 3.28 -0.79 -4.13
H -2.02 1.17 2.98
*
```

Here is 15 unconnected molecules or ions with the total composition H29O15 at a distorted geometry from OMol25. Energies are from ωB97M-V/def2-TZVPD.

The calculation puts the energy relative to the best compared isomer or geometry (same formula, charge and spin) at 31.9 kcal/mol. As for the HOMO energy: -6.34 eV. The value obtained for the total energy is -1146.02171 hartree.

```
! RIJCOSX wB97M-V def2-TZVPD def2/J DEFGRID3
* xyz -1 1
O -4.69 -2.54 -2.11
H -3.99 -1.91 -2.27
H 2.29 4.13 2.45
O 0.73 0.30 2.09
H 0.09 0.65 1.45
H 4.59 -2.14 -0.76
O 1.46 4.33 2.89
H -1.31 -1.88 -3.39
H 1.36 -2.62 -0.07
O -0.61 1.89 0.59
H -1.83 -0.41 -1.26
H -0.27 2.30 -0.22
O -0.74 1.54 5.08
H -1.45 1.34 4.47
H 0.42 3.10 -1.67
O -0.13 -2.39 -0.21
H -3.57 3.97 0.24
H -0.47 -1.44 -0.12
O -0.59 -2.42 -3.71
H 0.02 1.17 4.61
H 1.47 0.33 1.45
O 2.53 -0.19 -0.11
H 3.14 -0.27 0.61
H -5.34 -2.15 -1.52
O -0.98 -0.08 -0.97
H 0.18 3.26 -3.20
H 0.91 3.60 2.60
O -3.43 3.06 -0.06
H -0.80 1.00 0.08
O -4.18 0.78 -1.72
H -3.25 0.72 -1.94
H -2.49 2.95 0.15
O 2.09 -3.74 2.73
H 2.03 -2.78 2.84
H 2.92 -3.96 2.32
O 0.75 3.50 -2.47
H 0.18 -1.90 -3.89
H 2.72 -1.12 -0.36
O 2.35 -2.86 -0.07
H -0.69 -2.51 -0.99
H -4.30 1.45 -1.05
O 5.10 -1.54 -1.30
H 2.31 -3.74 -0.43
H 5.46 -0.82 -0.79
*
```

Here is a molecular structure, H2IO at a distorted geometry from OMol25. Energies are from ωB97M-V/def2-TZVPD.

The calculation puts the energy relative to the best compared isomer or geometry (same formula, charge and spin) at 26.8 kcal/mol. As for the HOMO energy: -3.02 eV. The value obtained for the total energy is -374.19014 hartree.

```
! RIJCOSX wB97M-V def2-TZVPD def2/J DEFGRID3
* xyz -1 1
I -0.66 0.69 -1.50
O 0.30 -0.10 0.86
H 0.88 -0.57 0.27
H -0.52 -0.02 0.37
*
```